1.
{"formula": "C2H5N7", "method": "the ωB97M-V functional and the def2-TZVPD basis", "species": ["C", "N", "N", "N", "H", "H", "C", "N", "N", "N", "H", "H", "N", "H"], "positions_angstrom": [[0.497, 0.997, -0.913], [0.623, 0.053, 0.103], [-0.449, 1.016, -1.933], [1.785, -0.770, 0.094], [-1.752, 0.273, -0.658], [-1.627, -0.853, 2.254], [-0.118, -0.298, 1.146], [-1.251, -0.152, 1.556], [0.661, -1.452, 1.840], [-1.541, 0.223, -1.646], [1.139, 2.181, -1.052], [2.710, -0.151, 0.102], [1.735, -1.676, 1.218], [-2.412, 0.610, -2.112]], "atomic_forces_ev_per_a": [[-1.30, 4.31, -5.31], [1.12, 0.75, -0.11], [2.16, 0.08, 5.01], [2.99, 0.58, -0.07], [-0.01, -0.52, 0.35], [1.27, 1.36, -1.03], [2.14, -4.54, 2.34], [-4.66, 1.13, 0.81], [1.69, 0.36, -2.06], [-1.28, 0.69, -0.94], [-1.33, -4.44, 0.80], [-2.38, -1.82, 0.17], [-2.20, 2.77, -0.16], [1.80, -0.71, 0.21]], "nbo_charge": [0.09, -0.36, -0.17, -0.29, 0.37, 0.40, 0.51, -0.74, -0.19, -0.64, 0.22, 0.39, 0.05, 0.37], "total_energy_ev": -12579.432, "lumo_energy_ha": 0.0066, "e_above_lowest_kj_mol": 460.64}

2.
{"formula": "C6H10ClN", "method": "the ωB97M-V functional and the def2-TZVPD basis", "species": ["H", "H", "H", "C", "Cl", "H", "C", "C", "N", "H", "H", "C", "H", "H", "C", "H", "H", "C"], "positions_angstrom": [[1.237, 0.834, -1.360], [0.126, -1.894, -0.081], [-2.556, -1.940, -0.436], [-0.718, 0.438, 1.222], [2.470, -0.286, 0.180], [-0.374, -0.291, 1.920], [0.870, 0.235, -0.548], [-1.364, -0.288, -0.042], [-2.603, -0.989, 0.314], [-1.757, 2.044, -0.329], [-3.493, -0.029, -0.062], [-0.040, -0.998, -0.631], [-1.592, 1.116, 1.557], [-0.116, -1.432, -1.606], [-1.258, 1.125, -0.753], [0.637, 2.010, 0.292], [-1.402, 1.515, -1.855], [0.095, 1.130, 0.204]], "atomic_forces_ev_per_a": [[-0.16, -0.84, -1.27], [1.02, -0.18, 1.28], [-1.21, 3.71, 2.42], [-3.19, 0.25, -0.85], [0.10, 0.13, 0.40], [0.66, 0.02, 0.78], [2.48, -3.22, -0.56], [0.63, 1.35, 0.38], [-1.75, 0.31, -4.69], [-0.48, -1.53, 0.54], [3.09, -4.47, 1.11], [-2.34, 0.80, -0.55], [1.69, -1.15, 0.22], [-0.48, 0.32, -1.13], [0.19, 2.44, 0.09], [0.45, 2.09, 0.87], [1.19, -1.95, 1.38], [-1.90, 1.93, -0.42]], "nbo_charge": [0.23, 0.23, 0.37, -0.43, -0.13, 0.23, -0.14, 0.15, -0.81, 0.21, 0.37, -0.45, 0.21, 0.22, -0.46, 0.22, 0.23, -0.24], "total_energy_ev": -20391.968, "lumo_energy_ha": 0.0210, "e_above_lowest_kj_mol": 434.40}